The following is a DFT calculation (the ωB97M-V functional and the def2-TZVPD basis) of a cluster of 8 separate species, C22H38Br10O9 in total.

Output
Total charge   0
Spin multiplicity   1
SMILES   C[C@H]1COC(=O)O1.C[C@H]1COC(=O)O1.C[C@H]1COC(=O)O1.BrCCBr.BrCCBr.BrCCBr.BrCCBr.BrCCBr
Electronic energy   -27278.355713 Eh
HOMO-LUMO gap   10.0 eV

Last column: Löwdin charge in e.
Atoms and positions in Å:
C  -0.34588  -1.51555  0.39426  -0.090
C  0.05033  -0.31437  -0.45430  -0.308
C  -0.79712  0.93259  -0.33213  -0.081
O  0.22329  1.92675  -0.24980  0.106
C  1.40037  1.40219  -0.00643  -0.612
O  2.35356  2.04045  0.41188  0.082
O  1.37899  0.11888  -0.19453  0.110
H  -1.31703  -1.79958  -0.00951  0.068
H  -0.34118  -1.33379  1.47093  0.015
H  0.38601  -2.32511  0.38338  0.040
H  0.17429  -0.72427  -1.46163  0.127
H  -1.39237  0.80754  0.57373  0.064
H  -1.47038  1.06431  -1.17771  0.067
C  4.96359  4.20622  -2.01264  -0.019
C  3.99711  4.76187  -0.95615  -0.275
C  4.13453  6.25533  -0.61059  -0.088
O  3.09536  6.89797  -1.37145  0.031
C  2.18587  5.93306  -1.81143  -0.530
O  1.13063  6.22372  -2.30422  0.150
O  2.74669  4.73426  -1.66862  0.066
H  4.61967  3.18553  -2.17625  0.085
H  6.00965  4.16802  -1.69734  0.083
H  5.07180  4.77095  -2.93847  0.092
H  3.96089  4.15280  -0.05642  0.135
H  5.07254  6.78377  -0.76516  0.133
H  3.85344  6.39104  0.43605  0.124
C  1.24133  1.66486  2.83252  -0.020
C  2.63095  2.12498  2.81589  -0.349
C  2.76439  3.07557  4.00861  -0.123
O  4.04121  2.79332  4.47792  0.072
C  4.33478  1.51205  4.19101  -0.513
O  5.24900  0.95143  4.70883  0.165
O  3.47453  1.03699  3.19347  0.085
H  1.02633  1.18047  3.78244  0.108
H  1.01350  1.00538  1.99090  0.069
H  0.53401  2.47922  2.65562  0.117
H  3.04071  2.61122  1.93058  0.130
H  2.07713  2.78232  4.80730  0.131
H  2.50069  4.09531  3.73105  0.143
Br  4.54376  -2.64687  -2.26756  0.585
C  2.54528  -2.52279  -2.49619  -0.638
C  1.90453  -3.89543  -2.33427  -0.649
Br  -0.02503  -3.70660  -2.67927  0.715
H  2.33986  -2.33269  -3.54760  0.051
H  2.13552  -1.81639  -1.78145  0.028
H  2.02009  -4.36010  -1.35620  0.043
H  2.28450  -4.63123  -3.03983  0.057
Br  -3.48647  0.07435  -2.82839  0.688
C  -4.91739  1.37529  -2.94582  -0.663
C  -4.54803  2.60423  -2.14279  -0.670
Br  -5.29750  4.23881  -2.97741  0.606
H  -5.81806  0.87354  -2.59858  0.059
H  -5.07883  1.66195  -3.98274  0.042
H  -3.48508  2.82756  -2.11795  0.031
H  -4.90309  2.51355  -1.11802  0.063
Br  -3.73940  -5.58591  -0.60923  0.584
C  -3.47241  -4.86171  -2.40266  -0.670
C  -3.38771  -3.28673  -2.39286  -0.645
Br  -5.25815  -2.62921  -1.98373  0.572
H  -4.31349  -5.22530  -2.98621  0.042
H  -2.52944  -5.31354  -2.70157  0.011
H  -3.04957  -2.84053  -3.32329  0.025
H  -2.74687  -3.11167  -1.53080  -0.003
Br  1.42347  -2.73174  3.07261  0.663
C  0.07761  -4.15191  2.68135  -0.642
C  0.69093  -5.02545  1.61073  -0.634
Br  -0.63450  -6.49569  1.21317  0.558
H  -0.79587  -3.53540  2.48536  0.034
H  -0.14417  -4.77046  3.54899  0.058
H  1.58456  -5.47888  2.02974  0.057
H  0.83587  -4.50865  0.66684  0.012
Br  -6.50945  -3.74741  1.56811  0.626
C  -5.71750  -2.05858  2.10081  -0.668
C  -4.27586  -2.09532  1.50056  -0.721
Br  -3.23561  -0.55297  2.07049  0.701
H  -5.74221  -2.03281  3.18796  0.048
H  -6.22330  -1.15482  1.76654  0.061
H  -4.37205  -2.08760  0.41738  -0.045
H  -3.75214  -3.03251  1.68217  0.036